The following is a quantum chemistry calculation of a cluster of 2 separate species, C35H49N2O3Si in total, from OMol25.

Geometry as XYZ:
```
90
Properties=species:S:1:pos:R:3:mulliken_charge:R:1
C -5.75623 0.21984 2.13424 -1.092
H -6.71587 0.24864 2.67126 0.374
H 1.17146 3.19885 -3.24789 0.295
C -3.16390 -3.57655 2.33781 -0.336
C -3.69306 -2.17101 0.44084 -0.454
C -1.16630 -0.73354 1.02067 -1.255
N -0.14998 -1.74173 0.75643 0.604
O -3.00092 -0.15860 2.40688 -0.264
H -0.88299 1.12038 2.16695 0.181
H 4.66695 1.25664 -2.03294 0.318
C -0.36532 -0.67984 5.47765 -1.244
H -1.74464 -0.54706 0.10186 1.136
C 0.13797 -2.92805 4.76180 -1.177
C -1.25414 -1.50709 3.38433 0.497
C 8.55361 1.79734 -0.99076 -0.733
H -5.78665 -0.60406 1.40812 0.287
C -0.36606 -2.85595 0.05979 0.413
C -4.63369 -4.39351 0.60286 -0.683
H 5.33699 0.36585 0.55169 0.319
C -0.36307 0.51123 1.42515 -1.069
C 2.08762 -6.40825 0.03191 -0.374
H 1.08337 -0.04347 2.94364 0.240
C 1.17419 -1.37988 1.24510 -1.224
H -5.02801 -2.31419 3.91355 0.267
C -2.13279 -1.23775 2.14394 2.051
H 2.42053 2.80911 -4.46872 0.254
H -4.02645 -5.53833 2.34468 0.480
C 2.71844 2.54447 -1.22165 -0.631
H -5.32629 -1.16408 5.24673 0.543
H -4.90792 1.75094 5.00838 0.406
H 0.22106 -4.38987 -2.06764 0.391
H 1.04551 -6.29654 -3.22199 0.351
C 2.34668 -7.80768 -2.38662 -0.557
C 0.62605 -3.83807 -0.04945 -0.694
H 3.38159 -7.90708 0.86846 0.374
H -0.73618 -3.55170 2.88847 0.593
H 8.85868 1.78168 -2.05313 0.289
H -3.62229 -1.19936 -0.06031 0.499
C -4.51957 -3.17490 -0.06490 -0.974
H 9.14993 1.02089 -0.47434 0.299
C 3.03618 -8.24375 -1.24303 -0.367
C 2.87515 -7.55463 -0.02944 -0.658
H -3.16209 1.41969 5.01030 0.296
C 3.23119 1.27661 -0.53522 0.022
C 0.72984 -4.67147 -1.14335 -0.563
C -0.61855 -2.73087 3.59863 -0.215
H -3.87362 2.40896 3.71011 0.322
C -2.96883 -2.40498 1.61342 0.225
H 1.97004 -5.87246 0.97313 0.349
H 3.23874 3.41844 -0.78774 0.322
O 7.14550 1.60370 -0.82240 -0.269
H -5.27369 -5.17758 0.20213 0.441
C -1.04904 -0.45909 4.27799 -0.547
C -3.94777 -4.60147 1.79857 -1.165
H 2.55989 4.29304 -3.46809 0.290
H 3.50257 1.49699 0.50912 0.375
H -5.63499 1.16080 1.57846 0.306
H 0.64710 -3.88238 4.90405 0.449
H -2.72712 -3.69699 3.33050 0.731
H 1.63049 2.63608 -1.03865 0.299
H 5.19611 -1.05032 -0.52654 0.331
H 8.79692 2.77558 -0.55950 0.237
H 3.67522 -9.12731 -1.29055 0.383
H 1.54906 -2.09982 1.98973 0.413
O 3.02715 2.42978 -2.60064 -0.332
H -3.67590 -1.76849 4.94385 0.170
C -4.61289 -1.45575 4.45955 -0.834
H 1.80634 0.68307 1.50730 0.230
H -1.44323 0.53154 4.04811 0.490
H 7.43253 -0.46261 -0.66231 0.456
H -0.27276 1.11378 0.51295 0.485
C 1.01100 0.01771 1.85366 -0.335
H -5.07961 -2.97789 -0.98151 0.463
H 1.35596 -3.92330 0.76234 0.281
N 4.34982 0.71965 -1.23517 -0.189
H 2.43584 -8.36120 -3.32441 0.374
H 1.90006 -1.38145 0.41554 0.905
C 1.44658 -5.91129 -1.13524 1.011
H -0.29364 0.13909 6.19470 0.498
C 1.56794 -6.65961 -2.33604 -0.513
H -1.33011 -2.98125 -0.43953 0.320
C 5.35755 0.04126 -0.50305 -0.541
C 6.74024 0.27379 -1.10967 -0.850
Si -4.36889 0.01596 3.34754 0.387
H 0.74977 -2.09709 6.66365 0.423
C 2.25161 3.23306 -3.47430 -0.769
H 6.67995 0.15063 -2.20338 0.350
C 0.21749 -1.92188 5.72417 -0.836
H 2.39711 0.54956 -0.53552 -0.244
C -4.04221 1.54090 4.36317 -1.107
```

The gap between HOMO and LUMO is 5.69 eV. The total charge is +1. The electronic energy comes out at -1987.5708 Eh.


The following is a quantum chemistry calculation of the molecule C4H7NO, from OMol25.

Geometry as XYZ:
```
13
Properties=species:S:1:pos:R:3:mulliken_charge:R:1
C 1.38722 -0.37139 0.05703 -0.213
H -1.59311 1.22790 -0.00570 0.309
N 0.39394 0.67245 0.26103 -0.315
C -1.52835 -0.61336 1.08111 -0.037
H -0.77057 -1.25860 1.57541 0.325
H 2.21362 -0.34604 0.76475 0.233
H 0.58825 0.36721 -1.83046 0.204
H -1.07740 -0.15680 -0.99387 0.175
H 1.06078 -1.37431 -0.22260 0.267
O -2.69274 -0.68141 1.38701 -0.456
C 1.16897 0.69002 -0.95875 -0.528
H 1.83667 1.52850 -1.12904 0.249
C -0.98728 0.31582 0.01408 -0.213
```

Its relative energy (zero: lowest compared OMol25 entry of this formula, charge and spin) is 58.2 kcal/mol. The gap between HOMO and LUMO is 10.80 eV. The total charge is 0. The electronic energy comes out at -286.5388 Eh.


The following is a quantum chemistry calculation of a structure of composition C8H6F9KNO4S, from OMol25.

Geometry as XYZ:
```
30
Properties=species:S:1:pos:R:3:mulliken_charge:R:1
C -0.04492 0.01523 1.14489 0.344
C 0.09838 -2.38936 -0.14776 0.639
C 0.24890 1.07938 0.05344 1.095
O -0.01271 2.34332 0.69097 -0.322
F 0.13604 -2.10166 2.17351 -0.319
S 1.29150 3.28587 0.68108 1.121
H -0.54076 0.05454 -1.70090 0.384
O 2.07312 3.01194 1.83188 -0.527
C -2.11543 1.30193 -0.95479 -0.170
H 2.41824 0.78864 0.44900 0.480
F -2.05037 -1.69482 -0.87529 -0.154
C -1.40462 -2.74232 -0.38505 0.590
H -0.24416 1.78334 -1.85768 0.487
F 1.86417 -1.43994 1.03522 -0.521
H 1.95598 0.63111 -1.28456 0.341
F 0.51672 0.42315 2.30419 -0.330
K 2.91462 -3.04321 2.25811 1.041
C 0.47597 -1.46096 1.03099 0.643
O 1.96637 2.53280 -0.55633 -0.379
N -3.04579 0.95668 -1.72624 -0.722
O 0.91143 4.57735 0.27851 -0.538
H -2.70905 0.42662 -2.53479 0.262
H -2.38281 1.87696 -0.06603 0.531
F 0.74642 -3.56278 0.10310 -0.338
F -1.36545 -0.10235 1.32389 -0.256
F 0.60853 -1.85548 -1.25684 -0.246
C 1.75480 1.14198 -0.34128 -0.563
F -1.46471 -3.73753 -1.24924 -0.242
F -1.95759 -3.11305 0.76069 -0.242
C -0.64282 1.01261 -1.18271 -1.091
```

Its relative energy (zero: lowest compared OMol25 entry of this formula, charge and spin) is 0.0 kcal/mol. The gap between HOMO and LUMO is 8.55 eV. The total charge is +1. The electronic energy comes out at -2560.8533 Eh.


The following is a quantum chemistry calculation of a cluster of 5 separate species, C30H25N5O10 in total, from OMol25.

Geometry as XYZ:
```
70
Properties=species:S:1:pos:R:3:mulliken_charge:R:1
N 10.35829 -4.71360 -0.67822 0.931
C -5.63746 -8.55687 1.55905 -0.285
N -6.27957 -5.37565 4.24464 0.890
H -9.87269 1.88598 -3.34357 0.348
H 0.91014 1.84341 0.17507 0.372
O -6.35826 -5.62095 5.44707 -0.544
H -0.07365 3.79187 1.01033 0.409
O 10.65422 -5.67115 0.03256 -0.577
H -5.41156 -7.78232 4.84998 0.406
O -12.06674 6.02613 -2.26719 -0.551
H -3.49123 1.34336 2.38875 0.399
C -10.74720 3.56451 -2.39548 -0.412
N -11.77179 5.48291 -1.21538 0.877
N -2.53454 4.01743 2.28421 0.972
O -6.55136 -4.27253 3.79801 -0.585
H -5.25061 -9.34571 0.93097 0.344
H -8.98884 2.40233 0.78696 0.347
H -4.89267 -9.67832 3.20430 0.375
H 9.10753 -4.61727 1.78137 0.383
H 9.99583 3.90260 -0.89428 0.403
C -10.88525 4.29309 -1.21811 0.350
C -9.94615 2.38275 -2.38742 -0.299
C 8.63216 -2.90396 -1.15916 -0.396
C -0.69327 2.90752 0.99080 -0.183
H -11.17304 3.98289 -3.29548 0.419
C -1.93733 2.81109 1.63647 0.034
C -5.63310 -7.68947 3.79704 -0.270
H 7.21251 -1.26315 -1.29053 0.378
C -0.12441 1.74536 0.46918 -0.546
O 7.43119 4.12700 -0.50721 -0.593
C 7.64936 -2.02500 -0.66192 -0.486
C 11.01812 4.71660 -4.00407 -0.479
H 11.93145 3.78925 -2.44029 0.331
O -1.82265 4.99381 2.32959 -0.572
C 10.97053 4.19408 -2.72166 -0.293
C -6.47338 -6.32648 1.98064 -0.254
H -6.88224 -5.36168 1.71908 0.435
H 8.95047 -2.86779 -2.19055 0.403
H 9.87085 5.78698 -5.44773 0.353
C 9.20639 -3.81230 -0.26852 0.245
C -9.48551 2.73514 -0.11246 -0.235
C 9.84089 5.33454 -4.46752 -0.326
C 8.68602 -3.95011 1.04407 -0.284
H 11.87438 4.73459 -4.66202 0.381
C -6.16890 -6.49772 3.33022 0.148
H -0.57851 -0.26037 -0.05845 0.307
C 7.69689 -3.14459 1.46604 -0.408
O 6.42481 5.25392 -1.94522 -0.595
H 7.28505 -3.15076 2.46442 0.347
C -10.22062 3.93774 -0.07195 -0.539
C -6.29529 -7.36718 1.09489 -0.540
C 8.68660 5.41060 -3.64813 -0.440
H -8.73297 1.07369 -1.19893 0.385
H -2.54690 -0.54286 1.09436 0.396
H -10.31562 4.52839 0.82722 0.405
H 7.75115 5.76962 -4.05116 0.397
O -3.68217 3.91416 2.72221 -0.582
O -12.21603 5.85829 -0.10649 -0.543
C -9.31088 1.98370 -1.26467 -0.550
H -6.62163 -7.31187 0.06686 0.374
C 8.67257 4.79146 -2.39435 0.190
C 9.82894 4.24743 -1.90405 -0.308
C -2.13549 0.45564 1.10619 -0.596
H 6.45265 -1.50485 1.06755 0.362
C -5.34430 -8.75392 2.87577 -0.493
N 7.43167 4.72190 -1.55224 0.978
C -0.90598 0.62743 0.46209 -0.200
O 10.97558 -4.40258 -1.64848 -0.554
C -2.62968 1.58468 1.78385 -0.210
C 7.18313 -2.18264 0.65114 -0.342
```

Its relative energy (zero: lowest compared OMol25 entry of this formula, charge and spin) is 55.9 kcal/mol. The gap between HOMO and LUMO is 9.16 eV. The total charge is 0. The electronic energy comes out at -2183.8362 Eh.